[1]
Formula: C3H2O3Sn
Source: the OMol25 dataset
Level of theory: ωB97M-V/def2-TZVPD

Calculated values
E_LUMO in Eh: -0.419
Relative energy (zero: lowest compared OMol25 entry of this formula, charge and spin) in kcal/mol: 78.2
Highest occupied orbital energy in eV: -18.44
Charge: +2
HOMO-LUMO gap in eV: 7.05

Positions of all 9 atoms, in Å:
O: 0.418 -1.031 -0.141
O: -1.835 -0.809 -0.039
H: 1.765 0.704 1.025
Sn: -2.827 -2.265 -0.143
O: -0.455 0.929 0.176
C: -0.724 -0.311 -0.066
C: 1.487 -0.206 -0.139
C: 0.949 1.096 0.011
H: 1.222 1.894 -0.684

Atomic partial charges in e from the natural (NBO) method, atoms 1 to 8:
1 O -0.42
2 O -0.92
3 H 0.37
4 Sn 1.85
5 O -0.34
6 C 1.06
7 C 0.22
8 C -0.16


[2]
Formula: C5H10ClN
Source: the OMol25 dataset
Level of theory: ωB97M-V/def2-TZVPD

Calculated values
E_LUMO in Eh: 0.034
Relative energy (zero: lowest compared OMol25 entry of this formula, charge and spin) in kcal/mol: 49.1
Highest occupied orbital energy in eV: -8.90
HOMO-LUMO gap in eV: 9.84

Positions of all 17 atoms, in Å:
H: 2.289 -1.059 0.550
C: -3.534 -0.075 0.145
H: 0.055 -1.385 -1.215
C: 0.841 0.304 -0.248
H: -2.468 -1.682 0.612
Cl: -5.180 0.331 -0.160
H: 0.983 1.754 1.320
N: -3.401 -1.340 0.425
C: 2.250 -0.213 -0.136
H: 2.617 -0.554 -1.103
C: -0.128 -0.404 -0.804
H: 1.105 2.420 -0.306
H: 2.919 0.559 0.237
C: 0.593 1.674 0.305
H: -1.136 -0.030 -0.871
H: -0.473 1.896 0.313
H: -4.159 -2.021 0.469

Atomic partial charges in e from the natural (NBO) method, atoms 1 to 8:
1 H 0.22
2 C 0.04
3 H 0.18
4 C 0.04
5 H 0.41
6 Cl -0.06
7 H 0.21
8 N -0.77


[3]
Formula: FH5S2Si2
Source: the OMol25 dataset
Level of theory: ωB97M-V/def2-TZVPD

Calculated values
SMILES string: F[Si]([SiH3])=S.S
E_LUMO in Eh: -0.015
Relative energy (zero: lowest compared OMol25 entry of this formula, charge and spin) in kcal/mol: 43.3
Highest occupied orbital energy in eV: -9.47
HOMO-LUMO gap in eV: 9.05

Positions of all 10 atoms, in Å:
Si: -0.258 -1.744 0.254
S: 2.627 1.855 -0.193
Si: -2.075 -0.189 -0.092
H: 0.355 -1.680 -1.047
F: -3.347 -1.097 0.235
H: -0.597 -3.131 0.607
H: 0.520 -1.249 1.270
H: 3.340 2.857 0.366
H: 1.924 2.713 -0.903
S: -2.490 1.664 -0.497

Atomic partial charges in e from the natural (NBO) method, atoms 1 to 8:
1 Si 0.43
2 S -0.29
3 Si 1.25
4 H -0.12
5 F -0.66
6 H -0.11
7 H -0.14
8 H 0.15


[4]
Formula: C7H8F10O5S2
Source: the OMol25 dataset
Level of theory: ωB97M-V/def2-TZVPD

Calculated values
SMILES string: O=C(OCCCCC(F)(F)C(F)(F)S(F)(F)(F)(F)F)OS(=O)(=O)F
E_LUMO in Eh: -0.055
Relative energy (zero: lowest compared OMol25 entry of this formula, charge and spin) in kcal/mol: 0.0
Highest occupied orbital energy in eV: -11.95
HOMO-LUMO gap in eV: 10.46

Positions of all 32 atoms, in Å:
C: -1.180 -1.269 -0.432
F: 3.809 -1.989 -0.389
S: 3.152 -1.170 2.098
C: 0.153 -0.826 0.332
C: -2.557 0.698 0.813
F: 1.919 -2.212 2.469
F: 1.393 -1.384 -1.656
O: -2.348 3.921 -3.426
F: 4.479 -0.161 1.827
O: -1.768 1.638 0.035
F: 3.052 0.138 -0.227
H: 0.076 -0.833 1.470
C: 1.405 -1.657 -0.236
F: 4.183 -2.502 1.932
F: 1.203 -3.077 -0.171
H: 0.370 0.273 0.046
H: -2.827 -1.518 1.127
F: 2.253 0.200 2.374
H: -3.370 -0.917 -0.530
C: -2.221 1.742 -1.285
H: -1.191 -2.424 -0.430
F: 3.560 -1.158 3.713
H: -1.200 -0.975 -1.539
F: -1.100 4.495 -1.164
C: 2.835 -1.181 0.268
H: -2.301 0.686 1.928
C: -2.545 -0.809 0.269
S: -1.118 3.629 -2.598
O: -1.184 1.955 -2.290
O: 0.103 4.001 -3.393
O: -3.385 1.626 -1.682
H: -3.652 1.060 0.749

Atomic partial charges in e from the natural (NBO) method, atoms 1 to 8:
1 C -0.43
2 F -0.29
3 S 2.27
4 C -0.49
5 C -0.10
6 F -0.44
7 F -0.34
8 O -0.80


[5]
Formula: C20H14N3O7Pt
Source: the OMol25 dataset
Level of theory: ωB97M-V/def2-TZVPD

Calculated values
E_LUMO in Eh: -0.165
Relative energy (zero: lowest compared OMol25 entry of this formula, charge and spin) in kcal/mol: 0.4
Highest occupied orbital energy in eV: -10.93
Charge: +1
HOMO-LUMO gap in eV: 6.43

Positions of all 45 atoms, in Å:
H: 3.960 -3.770 -1.366
C: -1.710 -0.430 0.268
H: -1.002 -0.986 2.409
H: -4.249 -0.290 -0.666
O: 4.193 -2.941 -0.925
O: -1.732 -1.198 3.021
O: -1.285 0.502 -3.103
C: 0.205 -3.454 -2.822
C: 3.252 -2.041 -0.995
O: 0.074 1.117 -1.395
C: 3.502 5.578 2.196
O: 3.452 -0.947 -0.472
H: 3.844 1.086 1.285
Pt: 1.806 0.366 -0.757
C: -0.752 0.156 -1.887
N: 2.390 2.066 0.198
C: -5.364 -0.835 1.069
C: 3.120 4.374 1.512
C: -5.284 -1.207 2.414
O: -0.588 -0.513 0.751
C: 3.765 3.174 1.791
H: -1.513 1.442 -3.067
H: -1.587 -2.291 -3.142
C: 1.765 3.220 -0.072
C: 3.371 2.042 1.111
C: 2.104 4.396 0.564
N: 3.806 6.541 2.743
H: -6.325 -0.745 0.583
C: 1.494 -3.471 -2.283
H: 1.584 5.312 0.325
H: -0.180 -4.342 -3.303
H: -6.191 -1.408 2.970
H: 0.973 3.171 -0.805
C: -0.061 -1.195 -2.114
H: -3.996 -1.610 4.090
C: -0.584 -2.319 -2.738
H: 2.092 -4.370 -2.343
C: -4.069 -1.324 3.049
C: -2.953 -0.693 0.996
C: -2.886 -1.069 2.351
C: -4.207 -0.582 0.373
H: 4.558 3.121 2.523
N: 1.169 -1.239 -1.636
O: -1.911 -0.073 -1.017
C: 1.953 -2.320 -1.683

Atomic partial charges in e from the natural (NBO) method, atoms 1 to 8:
1 H 0.51
2 C 0.79
3 H 0.51
4 H 0.23
5 O -0.59
6 O -0.65
7 O -0.69
8 C -0.14


[6]
Formula: C7H9NO3S
Source: the OMol25 dataset
Level of theory: ωB97M-V/def2-TZVPD

Calculated values
SMILES string: O=S(=O)(O)CNc1ccccc1
E_LUMO in Eh: 0.012
Relative energy (zero: lowest compared OMol25 entry of this formula, charge and spin) in kcal/mol: 36.7
Highest occupied orbital energy in eV: -8.66
HOMO-LUMO gap in eV: 8.99

Positions of all 21 atoms, in Å:
H: -1.646 0.448 1.830
S: -2.961 0.051 -0.285
C: 1.492 -1.229 -0.418
H: -0.756 -1.939 0.183
H: 1.248 -2.261 -0.808
C: 3.026 0.558 -0.457
H: -2.395 -1.011 1.763
C: 2.713 -0.718 -0.798
C: 0.845 0.835 0.527
H: 0.085 1.438 1.215
C: -1.686 -0.432 1.181
C: 0.515 -0.434 0.212
H: -2.381 1.992 -1.286
O: -4.079 0.860 0.189
N: -0.577 -1.154 0.792
O: -2.148 0.931 -1.436
H: 3.453 -1.318 -1.320
O: -3.139 -1.283 -0.912
H: 2.296 2.364 0.266
H: 4.057 0.948 -0.628
C: 2.037 1.353 0.193

Atomic partial charges in e from the natural (NBO) method, atoms 1 to 8:
1 H 0.23
2 S 2.17
3 C -0.22
4 H 0.41
5 H 0.21
6 C -0.22
7 H 0.24
8 C -0.21